19
Properties=species:S:1:pos:R:3 method="wB97M-V/def2-TZVPD" charge=0 lumo_ev=0.5 orbital_gap_ev=8.10 multiplicity=1
C -0.7144 1.9011 1.0952
C 1.5068 0.3188 -1.9127
C 0.7727 -1.1296 1.6291
C -1.3825 0.7046 0.2621
Si -0.2855 -0.7905 0.0375
P -1.7417 -2.1210 -1.1305
H -0.8187 2.9478 0.7498
H -1.2194 1.9633 2.0931
H 0.3211 1.6723 1.0131
H 1.6273 -0.5483 -2.6540
H 0.7058 1.1315 -2.1430
H 2.3384 0.5957 -1.4246
H 1.2408 -0.1744 1.9950
H 0.3572 -1.5838 2.4702
H 1.6932 -1.6132 1.3385
H -1.3656 0.8949 -0.8462
H -2.4272 0.5676 0.4838
H -1.3628 -2.0744 -2.4748
H -1.1692 -3.3223 -1.0490

24
Properties=species:S:1:pos:R:3 method="wB97M-V/def2-TZVPD" charge=-1 lumo_ev="2.9 / 2.9" s_squared=6.009 orbital_gap_ev="6.40 / 5.82" multiplicity=5
Fe 1.0403 -0.9312 0.4355
O -0.5192 -1.7642 1.3404
H -1.2463 -1.2876 1.7542
O 1.8248 -2.7137 -0.0482
H 2.6115 -2.4490 -0.5425
Br 3.2634 0.2745 0.9585
C -0.9117 0.1169 -3.4523
C -0.8841 -0.5097 -2.0836
O 0.4513 -0.6809 -1.6066
H -0.4201 -0.5433 -4.1716
H -0.3868 1.0731 -3.4336
H -1.9369 0.2839 -3.7840
H -1.3943 -1.4765 -2.0959
H -1.3953 0.1201 -1.3583
H 1.0034 -1.0716 -2.2909
C 0.2864 1.0013 3.1617
C -0.5445 1.4863 2.0017
O 0.0577 1.0890 0.7568
H 0.4456 -0.0742 3.0520
H -0.2383 1.1943 4.0989
H 1.2734 1.4631 3.1606
H -0.6701 2.5777 2.0057
H -1.5660 1.0840 2.0620
H -0.1444 1.7378 0.0796

Calculated molecular weight, 120.208, 261.901 g/mol (same order as the records).
Calculated E, -21521.542, -116996.899 eV (same order as the records).